C19H21N5O3 in the gas phase in a non-equilibrium geometry. Source: OMol25; level of theory: wB97M-V/def2-TZVPD.

The geometry in ORCA input format:
```
! wB97M-V def2-TZVPD RIJCOSX def2/J DEFGRID3
* xyz 0 1
C 2.3861 -2.2040 0.7264
N 1.2846 -1.9359 1.5993
C 0.4036 -3.1648 1.8122
C 0.9187 -4.1960 2.8047
O 1.2668 -3.5215 3.9860
C 0.7690 -0.6742 1.5561
C 0.1378 -0.2255 0.4108
C -0.4088 1.0429 0.2862
C -0.8900 1.4225 -1.0455
C -1.9610 2.2611 -1.0673
N -2.5094 2.7232 -2.2524
C -2.0455 2.2549 -3.3916
C -0.9573 1.3208 -3.4619
C -0.3499 0.9831 -2.2541
C -0.4876 0.5777 -4.7524
C -1.7098 0.7530 -5.6538
C -2.0625 2.2373 -5.7678
O -2.6734 2.6919 -4.5603
C -0.5044 1.8126 1.4485
N -1.1751 3.0617 1.6362
C -1.0163 3.4060 2.9504
N -0.1578 2.3676 3.4573
C 0.1350 1.3569 2.5515
C 0.7907 0.1479 2.7076
C 1.6646 -0.0973 3.9129
N 2.5705 -1.0773 3.9519
O 1.8851 0.7154 4.7916
H 3.0125 -1.3747 0.4704
H 3.0908 -2.9633 1.1765
H 1.8318 -2.7547 -0.1215
H -0.4876 -2.6988 2.2425
H -0.0050 -3.5348 0.8543
H 1.8692 -4.6387 2.2718
H 0.1198 -4.9792 2.9481
H 0.4932 -3.3450 4.6462
H 0.1124 -1.0191 -0.3565
H -2.4978 2.5842 -0.2049
H 0.6251 0.4086 -2.2518
H -0.4408 -0.5075 -4.6244
H 0.4369 1.1779 -5.1577
H -1.5180 0.2654 -6.5599
H -2.5767 0.3755 -5.0524
H -2.7338 2.4825 -6.5572
H -1.1931 2.8317 -6.0397
H -1.4125 4.2843 3.4806
H 0.2912 2.3085 4.3459
H 2.5525 -1.8476 3.3070
H 3.1264 -1.0954 4.8004
*
```

**LUMO**: 0.003 Ha
**SMILES string**: CN(CCO)c1cc(-c2cnc3c(c2)CCCO3)c2nc[nH]c2c1C(N)=O